Molecular formula: C17H17BCl3O5S
Method: DFT, ωB97M-V/def2-TZVPD

Cartesian coordinates (Å):
Cl 2.89230 -2.42385 1.72759
B 2.02103 -0.82455 2.08505
Cl 1.91483 -0.55114 3.95206
Cl 3.00581 0.64923 1.35897
O 0.69773 -0.86969 1.48657
C -0.27098 -0.01077 1.96115
C -1.24120 -0.63467 2.96919
C -2.27312 0.16639 3.44751
C -3.22232 -0.37708 4.31617
C -3.13312 -1.72136 4.70201
C -2.11423 -2.52620 4.18215
C -1.14878 -1.98371 3.31830
H 0.13310 0.94702 2.34747
H -2.32346 1.20495 3.12265
H -4.03085 0.24730 4.69849
H -3.87847 -2.14156 5.38460
H -2.06047 -3.58174 4.45245
H -0.32444 -2.57261 2.90910
C -0.25180 4.65155 -0.00587
C 0.04457 3.38293 -0.77124
O -0.55343 2.31663 0.10566
C -0.46382 1.02569 -0.00495
C 0.51802 0.23192 -0.59369
S 0.23678 -1.27769 -1.48318
C 0.90360 -1.07167 -3.15266
C 0.02992 -0.77914 -4.20509
C 0.49825 -0.79867 -5.52312
C 1.83544 -1.10223 -5.79162
C 2.72036 -1.33489 -4.73468
C 2.25749 -1.33003 -3.41308
O 1.09590 -2.30460 -0.95118
O -1.19176 -1.43473 -1.60516
O -1.21793 0.32971 0.91101
H 0.03412 5.53276 -0.58696
H -1.31913 4.74066 0.24706
H 0.32601 4.67110 0.92441
H -0.48855 3.33331 -1.72247
H 1.11345 3.16273 -0.87824
H 1.56656 0.50664 -0.53193
H -1.01666 -0.57772 -3.97815
H -0.20123 -0.59652 -6.33456
H 2.17739 -1.17073 -6.82371
H 3.77153 -1.54866 -4.93227
H 2.93158 -1.55431 -2.58581

Values from the calculation:
Energy ... -2837.96498 Eh
Maximum force ... 3.9 eV/A
Lowest unoccupied orbital energy ... 2.63 eV
Charge ... -1
Highest occupied orbital energy ... -5.0417 eV
Frontier orbital gap ... 7.67 eV